72
Properties=species:S:1:pos:R:3:forces:R:3 method="wB97M-V/def2-TZVPD" fmax_ha_per_bohr=0.0179 spin_multiplicity=1 charge=0 energy_ha=-2127.6527
C -1.654 -5.837 4.369 -0.2 0.4 0.5
C -0.694 -5.147 4.579 0.4 -0.6 -0.5
C 0.606 -4.560 4.631 -0.2 0.3 0.2
C 1.516 -4.894 5.550 0.1 0.1 0.0
F 1.271 -5.786 6.491 0.1 -0.1 -0.1
C 2.897 -4.306 5.568 0.0 0.2 -0.2
O 3.790 -4.819 6.193 0.0 0.0 0.2
C 3.066 -3.058 4.797 0.1 0.3 -0.2
C 2.171 -2.662 3.892 -0.4 -0.3 0.1
O 2.298 -1.550 3.149 0.4 0.2 0.2
C 1.332 -0.510 3.446 -0.4 -0.2 -0.1
C 1.271 -0.123 4.911 0.4 0.0 0.1
C 0.674 1.267 5.111 -0.1 -0.3 0.4
C 0.981 -3.542 3.595 -0.1 -0.2 0.0
O 0.373 -3.450 2.559 0.0 0.2 0.0
H -2.581 -6.356 4.316 0.0 -0.1 -0.1
H 3.938 -2.441 4.968 0.1 -0.2 0.1
H 0.360 -0.857 3.084 -0.1 0.2 0.0
H 1.641 0.346 2.853 0.1 -0.1 -0.1
H 2.289 -0.148 5.313 0.0 0.1 0.0
H 0.703 -0.851 5.493 -0.1 -0.1 -0.1
H 0.654 1.485 6.179 0.0 0.1 0.0
H 1.262 2.047 4.632 0.0 0.0 -0.2
H -0.359 1.300 4.763 0.0 0.1 -0.2
O 1.611 5.608 -2.401 0.0 0.0 0.0
C 1.076 4.927 -1.552 0.1 0.1 -0.1
C -0.161 5.389 -0.861 0.0 -0.1 0.0
C -0.719 6.610 -1.220 -0.1 0.1 0.0
C -1.883 7.044 -0.610 0.0 0.0 0.0
C -2.497 6.261 0.362 0.0 0.0 0.0
C -1.940 5.049 0.733 -0.1 0.1 0.0
C -0.770 4.610 0.127 0.0 0.0 -0.1
C -0.177 3.312 0.550 -0.1 -0.1 0.1
O -0.672 2.656 1.445 0.0 0.0 0.0
C 1.045 2.840 -0.158 -0.1 0.1 0.0
C 1.589 1.613 0.193 0.2 -0.2 -0.1
C 2.710 1.136 -0.466 0.0 0.0 0.0
C 3.291 1.887 -1.482 0.0 0.0 0.0
C 2.757 3.117 -1.831 0.1 -0.1 0.0
C 1.634 3.599 -1.169 0.0 0.0 0.0
H -0.237 7.209 -1.980 0.1 -0.1 0.0
H -2.318 7.993 -0.894 0.0 0.0 0.0
H -3.412 6.599 0.831 0.0 0.0 0.0
H -2.408 4.436 1.490 0.1 -0.1 0.0
H 1.128 1.026 0.974 -0.1 0.1 0.0
H 3.129 0.176 -0.192 0.0 0.0 0.0
H 4.161 1.510 -2.004 0.0 0.0 0.0
H 3.203 3.708 -2.619 -0.1 0.1 0.0
O -1.687 0.796 -3.534 0.0 0.0 0.0
C -1.643 -0.393 -3.774 0.0 0.1 0.0
C -2.265 -0.949 -5.009 0.0 -0.1 0.0
C -2.882 -0.083 -5.904 -0.1 0.0 -0.1
C -3.441 -0.578 -7.070 0.0 0.0 0.0
C -3.386 -1.940 -7.348 0.0 0.0 0.0
C -2.782 -2.808 -6.455 -0.1 0.0 -0.1
C -2.222 -2.318 -5.282 0.0 0.1 0.0
C -1.590 -3.273 -4.327 0.0 -0.1 0.0
O -1.596 -4.466 -4.542 0.0 0.0 0.0
C -0.948 -2.714 -3.104 0.0 0.1 0.0
C -0.323 -3.578 -2.213 0.1 0.0 0.1
C 0.299 -3.075 -1.082 0.0 0.0 0.0
C 0.299 -1.706 -0.840 0.0 0.0 0.0
C -0.334 -0.841 -1.716 0.1 0.0 0.1
C -0.961 -1.341 -2.850 0.0 -0.1 -0.1
H -2.917 0.974 -5.680 0.0 0.0 0.1
H -3.920 0.098 -7.766 0.0 0.0 0.0
H -3.816 -2.323 -8.264 0.0 0.0 0.0
H -2.738 -3.869 -6.661 0.0 0.0 0.1
H -0.327 -4.641 -2.413 0.0 0.0 -0.1
H 0.785 -3.746 -0.387 0.0 0.0 0.0
H 0.792 -1.315 0.041 0.0 0.0 0.0
H -0.341 0.224 -1.526 -0.1 0.0 -0.1